(i)
Formula: C5H39NO14
Source: the OMol25 dataset
Level of theory: ωB97M-V/def2-TZVPD

The geometry in XYZ format:
```
59
Properties=species:S:1:pos:R:3
C 0.7424 -0.0452 0.3302
N -0.3341 -0.7353 -0.4799
C -0.1623 -0.3424 -1.9140
C -1.2714 -0.6992 -2.8775
C -2.0637 0.5816 -3.2494
C -1.3425 1.4484 -3.9953
H 0.3948 1.0019 0.5940
H 1.6637 -0.0145 -0.2732
H 1.0134 -0.6322 1.2201
H -1.2205 -0.5405 -0.0153
H 0.6503 -0.9207 -2.1894
H 0.0217 0.7194 -1.9647
H -1.8539 -1.6840 -2.6261
H -0.7871 -1.1731 -3.8013
H -3.2023 0.5198 -3.3360
H -0.3676 1.2015 -4.2050
H -1.8391 2.2700 -4.5273
H -1.7328 -3.5047 -0.5028
H -2.8525 -4.4709 -0.5282
O -2.6210 -3.5954 -0.7428
H -1.0623 -0.0823 3.2898
H 0.1337 0.6454 3.8094
O -0.2925 0.4079 2.9389
H -2.0265 3.0749 0.8230
H -1.7308 1.5863 0.5874
O -1.7353 2.4888 0.1773
H 0.9345 2.7405 2.9022
H 1.8132 2.2633 3.9031
O 0.9796 2.4354 3.7180
H 0.2302 -3.3132 -2.0617
H 1.0236 -4.6637 -1.8017
O 1.1223 -3.7422 -1.8729
H 3.1867 -3.5490 -1.0201
H 3.2776 -3.5372 0.3722
O 3.8897 -3.5022 -0.3699
H 2.2463 0.6794 -2.2198
H 2.9923 1.8116 -1.4515
O 2.2688 1.6808 -2.1253
H 3.8640 -0.6235 -1.5916
H 4.6478 0.1558 -0.4613
O 3.6726 -0.0352 -0.6885
H -2.5595 1.7094 3.5990
H -1.3040 2.4178 3.3462
O -2.2384 2.5952 3.3145
H -3.2531 1.0290 1.8249
H -3.7875 0.5605 0.4694
O -3.1359 0.3567 1.0939
H 2.3037 3.7915 0.7215
H 1.8855 2.5670 0.4743
O 2.1538 3.0344 1.2154
H -1.3435 -3.1484 2.3043
H -2.4243 -2.0256 2.5890
O -1.4728 -2.2819 2.8823
H -0.2726 3.1453 -0.8841
H 1.0473 2.9117 -1.5748
O 0.6277 3.3514 -0.8121
H -0.0695 -2.2746 0.1879
H 0.4759 -2.5812 1.6469
O 0.1323 -3.0155 0.7670
```

Summary:
Orbital gap ... 9.170 eV
Net charge ... 0
LUMO level ... 0.0033 Ha
HOMO level ... -9.081 eV

(ii)
Formula: C5H39NO14
Source: the OMol25 dataset
Level of theory: ωB97M-V/def2-TZVPD

The geometry in XYZ format:
```
59
Properties=species:S:1:pos:R:3
C -0.1765 0.1716 -0.4081
C 0.6900 -1.0103 -0.8259
C 0.2148 -1.7527 -2.0760
C 1.0778 -2.5557 -2.6872
C -1.2552 -1.7741 -2.3416
N 0.6436 1.1393 0.4032
H -0.3915 0.7135 -1.3355
H -1.1242 -0.0330 0.0848
H 1.6889 -0.6349 -1.0317
H 0.7836 -1.6546 0.0508
H 0.8576 -3.1997 -3.5305
H 2.0872 -2.6707 -2.2981
H -1.5053 -1.7945 -3.3978
H -1.8284 -0.9176 -1.9719
H -1.7852 -2.5657 -1.7994
H 0.7404 1.9329 -0.2182
H 0.0417 1.5114 1.1300
H -0.5128 3.9522 1.6946
H -1.7658 3.8672 2.5476
O -0.8527 3.5482 2.5061
H -0.7270 -2.9956 2.2431
H -0.7985 -3.5646 0.7740
O -1.3248 -3.2978 1.5310
H -0.2139 -1.1834 3.3702
H -0.1942 -1.9832 4.5633
O 0.0595 -2.0884 3.6336
H -1.5735 1.9281 -2.4384
H -1.6070 2.2941 -3.8655
O -2.0483 2.5179 -3.0360
H 2.9433 -1.6893 0.0869
H 4.1625 -0.9956 0.5548
O 3.8262 -1.4574 -0.2328
H -3.3800 -1.9696 2.1446
H -2.1963 -1.6911 1.3006
O -3.0114 -1.2460 1.6180
H 3.0930 0.1156 2.5793
H 2.5749 0.4949 1.2756
O 3.4437 0.3800 1.7164
H 1.8951 -3.7989 0.2008
H 2.1158 -3.5549 1.7498
O 1.5432 -3.3764 0.9922
H 1.0983 2.6621 -3.0528
H 1.6063 3.4318 -1.7957
O 0.9462 2.8139 -2.1171
H -1.1775 0.9419 2.4169
H -0.8165 1.6287 3.6397
O -0.6421 0.7779 3.2098
H -3.3521 3.3337 0.0269
H -3.3755 2.8907 1.5667
O -3.3576 3.6417 0.9395
H 0.9411 0.2884 -3.4214
H 1.2241 0.9624 -4.6753
O 0.4540 0.6328 -4.1871
H 3.1644 0.5910 -1.6703
H 3.9282 1.7962 -2.1818
O 3.2575 1.1597 -2.4470
H -3.0922 1.1947 3.5256
H -3.4994 0.6415 2.2541
O -3.5175 1.4998 2.7125
```

Summary:
Orbital gap ... 9.478 eV
Net charge ... 0
LUMO level ... 0.0021 Ha
HOMO level ... -9.422 eV

(ii) wins, 401.9 kJ/mol ahead of the next structure.